Entry 1:
Density functional theory data (ωB97M-V with the def2-TZVPD basis set) for a molecular structure, C3Br2N2OS.

Frontier orbital gap = 7.29 eV
Highest occupied orbital energy = -9.2 eV
LUMO level = -1.93 eV

The geometry in XYZ format:
```
9
Properties=species:S:1:pos:R:3:lowdin_charge:R:1
C 1.485 0.138 -0.689 -0.601
C -2.103 -0.997 -0.425 -0.947
C 1.050 0.905 0.312 -0.211
N -2.096 -0.382 0.520 0.083
N 0.593 1.485 1.241 -0.543
O 1.934 0.170 -1.803 0.099
S 0.118 2.406 2.382 0.718
Br -1.896 -2.056 -1.810 0.820
Br 0.913 -1.669 0.272 0.580
```

***

Entry 2:
Density functional theory data (ωB97M-V with the def2-TZVPD basis set) for a molecular structure, C44H59N3O3SV.

Frontier orbital gap (alpha / beta) = 5.95 / 4.65 eV
Energy relative to the best compared isomer or geometry (same formula, charge and spin) = 57.00 kJ/mol
Highest occupied orbital energy (alpha / beta) = -13.3 / -13.3 eV
Multiplicity = 2
Net charge = +2
LUMO level (alpha / beta) = -7.39 / -8.67 eV

The geometry in XYZ format:
```
111
Properties=species:S:1:pos:R:3:mulliken_spin:R:1
V 0.070 0.932 -1.835 0.281
C -4.304 0.983 4.165 0.000
C -3.277 -0.084 3.749 -0.004
C -2.112 -0.052 4.742 -0.001
C -3.930 -1.476 3.813 0.000
C -2.831 0.193 2.321 0.004
C -1.513 0.472 2.009 0.024
C -1.173 0.708 0.681 0.000
N 0.053 0.964 0.101 0.030
C 1.267 1.120 0.698 0.171
C 1.616 1.387 2.020 -0.059
C 2.953 1.423 2.354 0.075
C 3.932 1.157 1.350 0.154
C 3.652 0.941 0.020 0.023
C 2.285 0.977 -0.311 0.161
O 1.733 0.889 -1.495 -0.013
C 4.706 0.668 -1.050 0.002
C 6.107 0.642 -0.441 0.001
C 4.425 -0.707 -1.689 0.000
C 4.665 1.773 -2.124 0.001
C 3.415 1.739 3.762 0.001
C 2.253 2.025 4.715 0.001
C 4.320 2.985 3.711 0.016
C 4.216 0.542 4.304 0.014
C -2.153 0.626 -0.345 0.049
O -1.570 0.803 -1.529 -0.024
C -3.496 0.363 -0.055 -0.006
C -3.787 0.166 1.284 0.060
C -4.537 0.261 -1.169 -0.001
C -5.932 -0.008 -0.607 0.001
C -4.567 1.575 -1.969 -0.002
C -4.155 -0.913 -2.092 -0.002
H -4.596 0.814 5.202 0.000
H -5.204 0.944 3.552 0.000
H -3.878 1.985 4.091 0.000
H -2.493 -0.271 5.739 0.000
H -1.643 0.934 4.782 0.000
H -1.358 -0.806 4.506 0.000
H -4.258 -1.677 4.833 0.000
H -3.218 -2.251 3.523 0.000
H -4.802 -1.546 3.163 0.000
H -0.756 0.475 2.776 0.000
H 0.856 1.583 2.758 -0.005
H 4.970 1.146 1.654 0.004
H 6.198 -0.140 0.317 0.000
H 6.366 1.605 0.003 -0.001
H 6.836 0.432 -1.222 0.000
H 4.453 -1.497 -0.937 0.002
H 5.186 -0.924 -2.438 0.000
H 3.453 -0.735 -2.183 -0.001
H 4.882 2.746 -1.682 0.000
H 3.699 1.828 -2.623 0.000
H 5.421 1.567 -2.882 0.000
H 1.663 2.883 4.387 0.000
H 2.652 2.265 5.700 0.000
H 1.600 1.157 4.832 0.000
H 3.778 3.840 3.302 -0.001
H 5.213 2.818 3.107 -0.002
H 4.642 3.237 4.721 0.002
H 3.598 -0.357 4.336 -0.001
H 4.551 0.762 5.317 0.002
H 5.100 0.334 3.700 -0.001
H -4.815 -0.039 1.548 0.004
H -6.259 0.790 0.061 0.000
H -5.967 -0.960 -0.074 0.000
H -6.646 -0.067 -1.428 0.000
H -4.831 2.414 -1.323 0.000
H -5.311 1.509 -2.763 0.000
H -3.603 1.788 -2.430 0.001
H -4.133 -1.847 -1.527 0.000
H -3.180 -0.758 -2.557 0.001
H -4.894 -1.014 -2.888 0.000
S 0.306 2.719 -3.211 0.011
C -0.033 4.339 -2.639 0.000
C -0.102 4.636 -1.278 0.017
C -0.331 5.942 -0.883 -0.002
C -0.477 6.946 -1.831 0.010
C -0.394 6.645 -3.184 -0.003
C -0.180 5.341 -3.596 0.006
H 0.027 3.846 -0.548 0.002
H -0.386 6.182 0.170 0.000
H -0.654 7.965 -1.515 0.000
H -0.495 7.425 -3.926 0.000
H -0.115 5.095 -4.648 0.001
C -2.146 -4.806 -0.737 0.000
C -1.565 -4.976 -2.138 0.000
N -0.150 -5.332 -2.116 0.000
C 0.219 -6.695 -1.709 0.000
C 0.813 -6.786 -0.307 0.000
C 0.842 -4.493 -2.447 0.000
O 2.033 -4.739 -2.368 0.000
C 0.503 -3.136 -3.040 -0.004
C 0.690 -2.974 -4.414 0.000
C 0.613 -1.710 -4.978 -0.001
C 0.365 -0.633 -4.150 0.016
N 0.182 -0.793 -2.832 -0.058
C 0.252 -2.012 -2.279 0.043
H -3.182 -4.472 -0.797 0.000
H -1.572 -4.073 -0.166 0.000
H -2.130 -5.750 -0.192 0.000
H -1.688 -4.054 -2.706 0.000
H -2.110 -5.759 -2.668 0.000
H 0.949 -7.067 -2.429 0.000
H -0.680 -7.305 -1.782 0.000
H 1.745 -6.228 -0.254 0.000
H 1.023 -7.831 -0.080 0.000
H 0.123 -6.403 0.445 0.000
H 0.908 -3.841 -5.025 0.000
H 0.761 -1.553 -6.037 0.000
H 0.321 0.375 -4.543 0.000
H 0.110 -2.073 -1.206 0.000
```

***

Entry 3:
Density functional theory data (ωB97M-V with the def2-TZVPD basis set) for a gas-phase ion, C4H10NO2 (charge +1).

Frontier orbital gap = 10.98 eV
Energy relative to the best compared isomer or geometry (same formula, charge and spin) = 525.59 kJ/mol
Highest occupied orbital energy = -15.2 eV
Net charge = +1
LUMO level = -4.21 eV

The geometry in XYZ format:
```
17
Properties=species:S:1:pos:R:3:lowdin_charge:R:1
C 0.778 1.561 1.724 0.010
C -0.202 0.972 0.803 0.002
N 0.127 0.072 -0.040 -0.038
O -0.763 -0.428 -1.124 -0.044
C -2.138 -0.306 -0.884 -0.055
O 1.372 -0.369 -0.194 -0.027
C 1.568 -1.552 -0.976 0.011
H 1.799 1.329 1.431 0.098
H 0.609 1.205 2.740 0.115
H 0.633 2.641 1.751 0.111
H -1.227 1.313 0.815 0.152
H -2.581 -0.921 -1.669 0.121
H -2.493 0.722 -0.990 0.103
H -2.425 -0.722 0.086 0.112
H 2.635 -1.743 -0.890 0.115
H 1.301 -1.385 -2.020 0.104
H 1.005 -2.390 -0.564 0.108
```

***

Entry 4:
Density functional theory data (ωB97M-V with the def2-TZVPD basis set) for 2 unconnected molecules or ions with the total composition C5H11N3O.

Frontier orbital gap = 9.67 eV
Energy relative to the best compared isomer or geometry (same formula, charge and spin) = 349.63 kJ/mol
Highest occupied orbital energy = -9.1 eV
LUMO level = 0.53 eV

The geometry in XYZ format:
```
20
Properties=species:S:1:pos:R:3:lowdin_charge:R:1
H -1.401 0.320 1.728 0.053
N -1.630 1.029 1.031 0.158
C -0.653 1.393 0.320 -0.420
C -0.838 2.398 -0.769 -0.043
C 0.753 0.848 0.462 -0.361
O 1.730 1.325 -0.092 -0.010
H -0.312 2.082 -1.672 0.077
H -1.893 2.546 -0.974 0.079
H -0.387 3.337 -0.456 0.087
H 0.883 0.355 1.485 0.103
C 1.291 -2.199 1.528 -0.047
N 0.676 -2.268 0.447 0.005
N 0.528 -1.040 -0.388 -0.122
C -0.608 -1.207 -1.279 -0.088
H 1.306 -3.052 2.192 0.070
H 1.848 -1.261 1.814 0.085
H 1.409 -0.863 -0.863 0.128
H -0.653 -0.378 -1.984 0.085
H -1.516 -1.230 -0.679 0.080
H -0.535 -2.134 -1.853 0.080
```